(1)
Below is a cluster of 9 separate species, C4H23NO10 in total in a non-equilibrium geometry, with properties calculated with wB97M-V/def2-TZVPD.

As for the charge: 0. The energy relative to the best compared isomer or geometry (same formula, charge and spin) comes out at 201.6 kJ/mol. The HOMO-LUMO gap is 10.32 eV. The SMILES is CC(=O)NCC=O.O.O.O.O.O.O.O.O.

Each line ends with the Mulliken charge.
Positions of all 38 atoms, in Å:
C 0.79076 0.56806 3.17234  -1.2470
C 0.76184 -0.33948 1.97197  1.0456
N -0.33864 -0.83952 1.40200  0.0867
C -1.66092 -0.34645 1.71939  -0.7875
C -2.41665 -0.19355 0.37741  0.1142
O -2.55602 0.88748 -0.14071  -0.5859
O 1.87701 -0.61790 1.48161  -0.7204
H 0.12121 0.15665 3.93069  0.3920
H 1.79056 0.61117 3.59357  0.3616
H 0.61241 1.60692 2.87707  0.2248
H -0.24091 -1.41291 0.55779  0.0436
H -2.35513 -0.97357 2.29838  0.2431
H -1.79147 0.58725 2.27090  0.4686
H -2.82065 -1.11901 -0.06097  0.3925
H -2.02640 2.25090 0.46130  0.5048
H -2.49531 3.51284 0.99891  0.3032
O -1.65204 3.04666 0.96285  -0.7368
H 1.07420 2.34892 -0.49227  0.3272
H 1.21675 2.64417 -1.98288  0.3184
O 1.70926 2.35680 -1.20978  -0.7005
H -0.00196 -3.32138 -1.01802  0.3672
H -1.36045 -2.93309 -0.69158  0.2907
O -0.59639 -3.25370 -0.25832  -0.7163
H 1.78114 0.62545 -1.19050  0.3868
H 1.52912 -0.53135 -0.09943  0.1561
O 1.46291 -0.30141 -1.06444  -0.6420
H -0.85485 3.91482 -0.59214  0.3493
H -1.23572 3.82900 -2.08499  0.2698
O -0.50970 3.73221 -1.47952  -0.5990
H 0.49653 -2.13393 -3.41488  0.2762
H 1.31821 -1.73044 -2.13913  0.4184
O 0.86043 -2.46561 -2.59969  -0.6897
H 0.00243 -0.45211 -1.55560  0.3775
H -1.06649 -1.41604 -2.16440  0.2828
O -0.92077 -0.77495 -1.46617  -0.5461
H 3.56872 -2.25163 -1.40418  0.3031
H 2.75166 -2.36846 -0.14460  0.3164
O 3.17533 -2.90282 -0.82197  -0.6493

---

(2)
Below is a cluster of 3 separate species, C3H10N4 in total in a non-equilibrium geometry, with properties calculated with wB97M-V/def2-TZVPD.

As for the charge: 0. The energy relative to the best compared isomer or geometry (same formula, charge and spin) comes out at 525.1 kJ/mol. The HOMO-LUMO gap (alpha / beta) is 6.99 / 9.30 eV.

Each line ends with the Mulliken charge.
Positions of all 17 atoms, in Å:
C 0.35301 -0.75327 -0.56419  0.2673
C 2.05398 1.77840 0.11236  -0.6775
N -0.20361 0.14472 0.24020  -0.5855
N 1.87556 0.41684 0.57096  -0.5292
N 0.19211 -2.06781 -0.49478  -0.3615
C -3.16226 -0.15182 0.04056  -0.3134
N -2.26225 -0.99854 0.18532  -0.4380
H -0.55355 -0.27318 1.09627  0.2687
H 1.68062 0.41698 1.57243  0.2090
H 0.89646 -0.38205 -1.42483  0.3154
H -0.60180 -2.39999 0.04505  0.2913
H 0.55102 -2.65467 -1.22976  0.2345
H 1.98991 1.80892 -0.97978  0.2481
H 3.06833 2.11735 0.37317  0.3090
H 1.33622 2.50198 0.51416  0.2569
H -4.23184 -0.43889 0.00009  0.2604
H -2.98189 0.93503 -0.05721  0.2445

---

(3)
Below is a cluster of 2 separate species, C23H45N3O7PS2 in total, with properties calculated with wB97M-V/def2-TZVPD.

As for the charge: +1. The HOMO-LUMO gap is 6.86 eV.

Each line ends with the Mulliken charge.
Positions of all 81 atoms, in Å:
C 4.23318 -6.02341 1.32637  -0.7078
O 5.00571 -4.86285 1.13246  -0.3711
C 4.31281 -3.79188 0.50816  -0.4210
C 5.14309 -3.21393 -0.64256  -0.6849
C 5.81630 -1.87733 -0.31570  -1.0638
C 4.85020 -0.70345 -0.13537  -0.1067
C 4.07024 -0.33692 -1.39983  -0.7894
C 3.18103 0.89175 -1.20462  -0.4474
C 2.04071 0.66162 -0.18922  -0.4229
C 0.65221 0.94830 -0.77088  -1.1549
C -0.48437 0.26691 -0.00109  -0.4732
C -1.81382 0.25672 -0.78686  -1.3963
C -2.30464 -1.13587 -1.26076  -0.7090
C -3.67138 -1.53977 -0.76964  0.3519
C -4.72116 -1.83200 -1.62935  0.7409
C -4.57999 -1.83797 -3.12203  -2.0780
C -5.98932 -2.10441 -1.06574  0.6409
P -7.48826 -2.51907 -2.14200  0.0558
N -8.02499 -0.88940 -2.34316  -0.5961
O -8.48696 -3.02924 -0.97066  -0.4746
N -6.19818 -2.12259 0.22509  -0.9309
N -5.17533 -1.90646 1.02883  0.6875
C -5.54396 -1.92064 2.44845  -0.9046
C -5.69741 -0.48083 3.01444  -0.3309
O -5.30262 0.46182 2.03038  -0.2929
C -4.41391 1.42789 2.37253  0.1482
O -3.97576 2.17861 1.56320  -0.4276
C -3.93895 -1.63394 0.60236  0.3494
S -2.65547 -1.36441 1.78977  -0.0117
H 4.05699 -6.54700 0.37933  0.2980
H 3.27050 -5.79419 1.79790  0.2985
H 4.79032 -6.68144 1.99146  0.2462
H 3.34974 -4.15340 0.13014  0.3876
H 4.11771 -3.02540 1.26688  0.2801
H 4.54058 -3.12205 -1.54854  0.3651
H 5.92451 -3.94665 -0.85632  0.3968
H 6.38581 -2.00424 0.60987  0.3568
H 6.51407 -1.62265 -1.11801  0.3525
H 5.42242 0.18221 0.16060  0.2685
H 4.15428 -0.91512 0.68262  0.2080
H 4.79816 -0.14167 -2.19380  0.3975
H 3.45165 -1.18041 -1.72787  0.2346
H 3.80954 1.70965 -0.84662  -0.0338
H 2.76366 1.20480 -2.16506  0.5795
H 2.18842 1.32837 0.66332  0.2518
H 2.06132 -0.37438 0.16446  0.2938
H 0.61436 0.60709 -1.81262  0.4988
H 0.47179 2.02704 -0.76829  0.2571
H -0.17155 -0.75453 0.23789  0.4645
H -0.63061 0.77529 0.95576  0.3647
H -1.66344 0.87110 -1.67575  0.6934
H -2.59835 0.74809 -0.20401  0.4166
H -1.58766 -1.92326 -1.01162  0.5174
H -2.35992 -1.10985 -2.34657  0.0799
H -3.58104 -2.14440 -3.42659  0.5180
H -4.73514 -0.82838 -3.51234  0.3722
H -5.28865 -2.52376 -3.58272  0.5577
H -9.03676 -0.85011 -2.24551  0.2573
H -7.84153 -0.60027 -3.30148  0.2755
H -8.86705 -2.32712 -0.42759  0.3224
H -4.83274 -2.51727 3.01156  0.3880
H -6.49969 -2.43436 2.49441  0.4128
H -6.74217 -0.29963 3.26395  0.3532
H -5.11402 -0.37524 3.93098  0.3321
H -4.16033 1.46282 3.44386  0.3769
H -2.66292 -2.61839 2.26982  0.2042
O 4.19175 4.06472 -0.38863  -0.6680
S 3.99173 4.77123 0.84266  1.3239
O 2.72909 4.64639 1.50660  -0.6394
O 4.34374 6.29716 0.62188  -0.3076
C 3.70361 6.98988 -0.48085  -0.3409
C 2.25104 7.31478 -0.21078  -0.9401
C 5.28398 4.39917 1.97328  -1.0127
H 3.82810 6.39413 -1.38576  0.3220
H 4.29161 7.89772 -0.59274  0.2779
H 1.64430 6.41368 -0.13990  0.2695
H 1.86528 7.92822 -1.02529  0.3854
H 2.14790 7.86472 0.72419  0.2627
H 6.23855 4.51007 1.46709  0.3193
H 5.13267 3.36888 2.28845  0.3671
H 5.20541 5.07070 2.82374  0.3581

---

(4)
Below is a structure of composition C43H70F2IrNP3 in a non-equilibrium geometry, with properties calculated with wB97M-V/def2-TZVPD.

As for the charge: +1. The HOMO-LUMO gap is 6.54 eV.

Each line ends with the Mulliken charge.
Positions of all 120 atoms, in Å:
Ir -0.81000 0.06368 0.38525  2.8759
C -2.66239 -2.19660 4.69498  -1.3338
C -2.72183 -1.37033 3.41036  0.3466
C -3.76462 -1.96818 2.45555  -1.3109
P -1.07479 -1.24723 2.55877  0.0609
C 0.19223 -1.00689 3.92120  0.6141
C 1.27559 -2.08831 4.02701  -1.9337
C 0.84309 0.35502 3.71769  -1.6532
C -0.90082 -2.89737 1.86431  0.6759
C -0.52670 -4.06239 2.53520  -0.8900
C -0.33383 -5.24620 1.84736  -1.3409
C -0.48825 -5.24861 0.46720  -1.0886
C -0.91566 -4.11116 -0.19245  -0.1375
C -1.19211 -2.93434 0.50988  -0.8084
N -1.71215 -1.76468 -0.11734  0.4909
C -2.57877 -1.94461 -1.21463  -0.0038
C -3.27082 -3.14092 -1.46818  -0.6456
C -4.02873 -3.29715 -2.61255  -1.0255
C -4.18220 -2.24453 -3.51064  -1.1608
C -3.63801 -1.01923 -3.18361  -0.4570
C -2.85096 -0.86515 -2.04075  -0.4358
P -2.34817 0.73397 -1.41707  0.3892
C -1.89903 1.75407 -2.90169  1.8298
C -1.07461 0.90590 -3.88324  -1.7202
C -3.01916 2.48845 -3.64431  -1.4185
C -4.01781 1.36719 -0.92342  0.3928
C -4.71242 0.45572 0.08561  -1.4421
C -3.97742 2.80575 -0.38317  -1.9090
H -3.67880 -2.30744 5.07667  0.4464
H -2.06932 -1.72403 5.47515  0.4121
H -2.26955 -3.19685 4.50798  0.2171
H -2.99958 -0.34445 3.65542  0.7523
H -3.73539 -3.05810 2.50357  0.3397
H -3.59439 -1.67659 1.42347  -0.1830
H -4.76462 -1.63963 2.74129  0.5072
H -0.36276 -0.96015 4.85689  0.6673
H 1.62439 -2.42728 3.05014  0.2527
H 0.94593 -2.95376 4.59665  0.3911
H 2.13319 -1.67280 4.55850  0.5367
H 1.12486 0.48275 2.68169  -0.4089
H 1.73899 0.43573 4.33785  0.7601
H 0.17559 1.17085 3.98793  0.4425
H -0.39740 -4.05491 3.60578  0.4409
H -0.03132 -6.14273 2.37149  0.4901
H -0.27997 -6.14517 -0.10311  0.5078
H -1.02366 -4.12505 -1.26678  0.7550
H -3.23768 -3.94061 -0.74395  0.6660
H -4.52318 -4.24251 -2.79482  0.4325
H -4.75975 -2.36708 -4.41670  0.5041
H -3.84863 -0.16439 -3.81039  0.3197
H -1.25084 2.52179 -2.48737  -0.8629
H -1.72808 0.33807 -4.54467  0.4339
H -0.42773 0.18884 -3.37301  0.3411
H -0.45102 1.55208 -4.50461  0.3763
H -3.72652 1.81017 -4.12001  0.2207
H -2.56413 3.08278 -4.43944  0.4946
H -3.57535 3.17255 -3.00659  0.4030
H -4.57834 1.33281 -1.86046  1.0192
H -4.16940 0.44918 1.03240  0.1169
H -4.80347 -0.56633 -0.28135  0.2343
H -5.71995 0.83080 0.27678  0.5890
H -3.81128 2.79986 0.69419  0.4955
H -4.93334 3.29977 -0.56193  0.4067
H -3.19564 3.41510 -0.84325  0.3855
F -0.17364 2.46176 1.83193  -0.1299
C -1.27935 1.73890 1.41434  -0.5721
F -1.94013 1.43015 2.58322  -0.2784
H -1.89605 2.45989 0.88542  0.6517
C 5.14387 1.77726 2.07383  -0.8180
C 4.08818 2.89115 2.11455  -0.9520
C 2.69808 2.38371 1.68094  -0.2256
C 2.86560 1.22818 0.67786  -0.1590
C 3.47045 0.00957 1.40884  0.4407
C 4.51599 0.44089 2.45900  -1.0116
P 1.36984 0.75421 -0.30004  0.2152
C 1.18561 2.14135 -1.51731  1.7515
C 0.36000 3.31311 -0.94109  -0.4903
C 0.42841 4.49682 -1.90246  -0.9433
C 1.83944 5.10449 -1.86154  -1.0991
C 2.91608 4.02754 -1.62925  -0.2498
C 2.47669 2.67610 -2.18980  -1.1576
C 1.93316 -0.63870 -1.38181  1.2908
C 1.73776 -2.00867 -0.71687  -0.1263
C 1.86702 -3.12606 -1.75686  -0.8099
C 3.07556 -2.90476 -2.69134  -0.9594
C 4.04482 -1.89021 -2.09358  -0.9214
C 3.36751 -0.52294 -1.97082  -1.2423
H 5.96607 2.02281 2.74629  0.5554
H 5.57291 1.69358 1.07041  0.2818
H 4.40597 3.71967 1.47757  0.1880
H 4.01189 3.27857 3.13243  0.5085
H 2.12791 3.20729 1.26047  0.0364
H 2.14784 2.04327 2.54794  -0.1097
H 3.56296 1.58034 -0.08659  1.2301
H 3.94625 -0.65673 0.68760  0.3057
H 2.67505 -0.55434 1.89885  -0.8481
H 5.28542 -0.32749 2.53932  0.6251
H 4.04783 0.53457 3.44312  0.2286
H 0.57739 1.66870 -2.28694  -0.4811
H 0.74227 3.63116 0.02598  0.5357
H -0.66162 2.98633 -0.76863  -0.2878
H -0.31002 5.25549 -1.63693  0.5528
H 0.18714 4.15386 -2.91542  0.3098
H 1.88673 5.83471 -1.05156  0.3666
H 2.03753 5.63636 -2.79330  0.3674
H 3.12880 3.93143 -0.56173  -0.4010
H 3.84582 4.32922 -2.11267  0.7000
H 3.28929 1.95792 -2.11509  0.4101
H 2.27707 2.80570 -3.25765  0.4891
H 1.21290 -0.60281 -2.20776  0.1863
H 0.76084 -2.05351 -0.25320  -1.1231
H 2.46837 -2.15742 0.07968  0.3372
H 0.94847 -3.16834 -2.34810  0.0655
H 1.96397 -4.07901 -1.23558  0.5636
H 2.73971 -2.53057 -3.66288  0.3906
H 3.58772 -3.84891 -2.87677  0.4629
H 4.92928 -1.79197 -2.72455  0.5584
H 4.39143 -2.23924 -1.11676  0.2559
H 3.30977 -0.08209 -2.96794  0.4239
H 4.00067 0.12861 -1.36947  0.2470

---

(5)
Below is a structure of composition C45H37N7O2Sr, with properties calculated with wB97M-V/def2-TZVPD.

As for the charge: 0. The energy relative to the best compared isomer or geometry (same formula, charge and spin) comes out at 38.0 kJ/mol. The HOMO-LUMO gap is 6.14 eV.

Each line ends with the Mulliken charge.
Positions of all 92 atoms, in Å:
Sr -0.75704 0.81369 -0.75044  1.7003
C -0.11026 -0.27028 2.64703  -1.0537
C -1.51175 0.24076 2.65554  0.6264
C -2.11866 0.71435 3.81913  -0.8356
C -3.39200 1.23735 3.74752  -0.6691
C -4.05529 1.25280 2.52689  -1.0659
C -3.39740 0.73559 1.42173  0.5495
N -2.14920 0.26541 1.48629  0.3039
C -4.08952 0.69167 0.09089  0.0678
C -5.47661 0.59568 0.03867  -1.0177
C -6.09510 0.62883 -1.19570  -0.8654
C -5.32217 0.69298 -2.33746  -0.9942
C -3.93252 0.69301 -2.21515  0.0418
N -3.34625 0.72641 -1.01883  0.9449
C -3.06377 0.59216 -3.43876  0.8473
C -3.62103 0.12811 -4.62298  -1.1071
C -2.81427 0.03176 -5.74817  -0.7537
C -1.49293 0.40155 -5.64902  -0.9545
C -0.99353 0.82995 -4.41679  0.6857
C 0.45460 1.16946 -4.28093  -0.9834
N -1.76616 0.91233 -3.33571  0.7272
H 0.17809 -0.65590 3.62398  0.5391
H 0.57629 0.53817 2.37867  -0.0161
H 0.00882 -1.06524 1.90935  0.0895
H -1.57711 0.68417 4.75392  0.4760
H -3.86964 1.63929 4.63117  0.4304
H -5.04243 1.68058 2.44249  0.4839
H -6.05232 0.50024 0.94700  0.5616
H -7.17397 0.59476 -1.26730  0.4334
H -5.79548 0.73813 -3.30458  0.4795
H -4.65210 -0.18249 -4.66715  0.3610
H -3.21929 -0.33292 -6.68272  0.4270
H -0.82679 0.35089 -6.49896  0.5012
H 0.84561 1.55568 -5.22238  0.5594
H 1.01922 0.28454 -3.98719  0.1162
H 0.63108 1.90715 -3.50367  -0.1219
N -0.54086 3.47343 -1.67327  -0.0772
C -0.72027 4.46293 -0.67628  0.4758
C -1.83860 5.28653 -0.75868  -0.6430
C -2.09669 6.23514 0.21755  -0.6582
C -1.22534 6.36910 1.28683  -0.7960
C -0.10810 5.55186 1.35555  -0.8323
C 0.17371 4.58373 0.39581  0.3810
C 1.36914 3.70213 0.53656  -0.3891
C 2.59339 4.30199 0.83661  -0.5041
C 3.70691 3.51517 1.07836  -0.7066
C 3.58162 2.13385 1.01367  -0.9162
C 2.35336 1.56917 0.69102  -0.1568
C 1.18541 2.31055 0.43504  0.6143
H -0.93857 3.75511 -2.56031  0.1921
H 0.43793 3.22507 -1.77978  0.2265
H -2.50967 5.18173 -1.60424  0.3567
H -2.97311 6.86430 0.13646  0.3993
H -1.41328 7.09657 2.06463  0.3894
H 0.57396 5.63902 2.19251  0.4932
H 2.67629 5.38232 0.88146  0.4915
H 4.65966 3.97639 1.30933  0.3673
H 4.44479 1.50605 1.20251  0.4320
H 2.33201 0.48245 0.61582  0.3081
C 6.46805 -2.70847 4.26443  -0.9014
O 5.06830 -2.65869 4.08432  -0.4213
C 4.52167 -3.51394 3.17407  0.8096
C 5.23779 -4.45580 2.44735  -0.4982
C 4.55735 -5.28267 1.55692  -0.6629
C 3.19990 -5.13608 1.35809  -0.0975
C 2.47823 -4.21327 2.10913  0.2363
C 3.13746 -3.40929 3.01133  -0.6403
N 2.55288 -6.07618 0.46290  -0.6527
N 1.81897 -5.68408 -0.44998  -0.3678
C 1.64725 -4.28354 -0.71866  -0.1785
C 2.69303 -3.42364 -0.93119  -0.3529
C 2.47991 -2.08340 -1.27645  -0.4432
C 1.19716 -1.55551 -1.40893  -0.3166
O 0.95122 -0.32938 -1.70467  -0.6393
C 0.08258 -2.46477 -1.17373  0.0458
N -1.16751 -1.92545 -1.19907  0.6763
C -2.18940 -2.72312 -1.02269  -0.2413
C -2.06632 -4.10858 -0.80053  -1.0854
C -0.81955 -4.65274 -0.70974  -0.8169
C 0.31651 -3.82428 -0.87697  0.7459
H 6.70575 -1.94425 5.00036  0.2394
H 6.99444 -2.48980 3.33088  0.3624
H 6.78417 -3.68550 4.64190  0.3537
H 6.30381 -4.57058 2.56841  0.4068
H 5.09344 -6.04282 1.00450  0.4025
H 1.40739 -4.11820 1.98091  0.3915
H 2.60481 -2.67784 3.60365  0.4606
H 3.71220 -3.77773 -0.82258  0.4420
H 3.31923 -1.42148 -1.44220  0.4957
H -3.17380 -2.26311 -1.03839  0.3611
H -2.95573 -4.71297 -0.68528  0.4318
H -0.68403 -5.70798 -0.51163  0.4925

---

Computed values of M (unit: Da) for the preceding records, in sequence: 245.2 102.1 570.7 924.2 795.5.